Formula: C8H10NO2S
Source: OMol25
Level of theory: wB97M-V/def2-TZVPD

Summary:
Largest force on an atom   4.56 eV Å⁻¹
E_HOMO   -12.18 eV
ΔE to the lowest compared entry with this formula, charge and spin   2.505 eV
Lowest unoccupied orbital energy   -5.188 eV
Charge   +1

Cartesian coordinates (Å):
C -0.4587 -0.5311 -2.3310
C -0.8723 0.8126 -2.0820
C 0.3702 -1.2097 -1.5298
C -0.4494 1.4416 -0.9793
C 0.7525 -0.5033 -0.3731
C 0.3846 0.8247 -0.0994
C 1.6002 -1.0755 0.6530
C 0.0709 1.6443 2.0745
N 2.0508 -2.3025 0.6544
O 0.8264 1.5594 0.9753
O 0.4849 2.4676 2.8910
S -2.8147 -0.0153 0.7943
H -0.7041 -0.9184 -3.2849
H -1.5077 1.2032 -2.9078
H 0.7996 -2.1607 -1.8414
H -0.8044 2.3708 -0.6869
H 1.5495 -0.5582 1.6420
H -2.7720 -0.4582 1.9370
H 1.8416 -2.9577 -0.1590
H 2.5946 -2.5491 1.4477
H 1.2263 3.1266 2.6023
H -4.1685 -0.2111 0.6031

Forces on the atoms, in the same order (eV/Å):
C -0.601 1.455 -1.266
C -0.556 -2.245 -2.460
C 0.692 0.549 0.780
C -0.227 0.639 0.465
C 2.158 -0.327 2.140
C -0.225 -0.994 -0.252
C -2.099 -0.605 0.459
C -2.331 -3.137 -1.093
N -0.823 0.502 -1.898
O 1.352 0.387 -0.715
O 2.429 3.618 1.347
S -1.058 1.384 -3.999
H -0.468 -0.562 -0.678
H 0.427 0.279 1.200
H -0.248 0.105 0.325
H -0.517 1.860 0.121
H 1.021 -0.225 -0.980
H -0.075 -1.419 3.788
H 0.820 1.101 1.695
H 0.400 -0.977 0.434
H -1.075 -1.381 0.292
H 1.005 -0.006 0.296

=====

Formula: C4H9NO2
Source: OMol25
Level of theory: wB97M-V/def2-TZVPD

Summary:
Largest force on an atom   0.51 eV Å⁻¹
E_HOMO   -8.54 eV
ΔE to the lowest compared entry with this formula, charge and spin   6.708 eV
Lowest unoccupied orbital energy   0.099 eV
Charge   0

Cartesian coordinates (Å):
C 2.0888 -0.2025 -1.1945
N 0.7462 0.0854 -0.7352
C 0.4239 0.2462 0.4760
O -0.2011 1.6963 0.9151
C -1.3588 1.2705 0.5376
C -1.2113 -0.7313 0.7634
O -1.4521 -1.3201 -0.4544
H 2.2263 -1.2671 -1.4245
H 2.2796 0.3576 -2.1166
H 2.8578 0.0907 -0.4666
H 0.9742 0.0493 1.3976
H -2.2313 1.6583 1.0808
H -1.5381 1.0019 -0.5099
H -0.7623 -1.3918 1.5192
H -2.1863 -0.4639 1.2084
H -0.6554 -1.0796 -0.9965

Forces on the atoms, in the same order (eV/Å):
C 0.256 -0.070 -0.073
N -0.266 0.143 0.406
C 0.358 -0.193 -0.286
O -0.027 0.063 -0.074
C -0.246 0.039 -0.023
C -0.124 -0.024 0.280
O 0.117 -0.052 -0.101
H -0.055 0.135 0.037
H -0.006 -0.105 0.158
H -0.130 -0.063 -0.070
H -0.099 0.027 -0.155
H 0.108 -0.146 -0.019
H 0.044 0.108 0.086
H 0.003 0.105 -0.135
H 0.108 0.015 -0.019
H -0.041 0.018 -0.013